Here is 2 unconnected molecules or ions with the total composition H5N3 at a distorted geometry from OMol25. Energies are from ωB97M-V/def2-TZVPD.

Net charge: 0
LUMO energy (alpha / beta): 0.0269 / 0.0402 hartree

Cartesian coordinates (Å):
N: -0.4980 -0.8960 -0.4667
N: -0.1283 1.1584 0.1723
N: 0.4392 0.1018 -0.3405
H: -1.2648 -0.8889 0.1408
H: -0.0271 -1.6503 -0.9600
H: 0.4398 1.9985 0.2750
H: -0.9211 1.0029 0.7588
H: 1.9603 -0.8263 0.4203

Here is a single H5N3S molecule at a distorted geometry from OMol25. Energies are from ωB97M-V/def2-TZVPD.

SMILES string: NNSN
Net charge: 0
LUMO energy: 0.0284 hartree

Cartesian coordinates (Å):
N: 1.7101 0.7847 0.0356
N: -1.9754 -0.7090 0.3061
N: 0.7835 -0.1903 -0.1673
S: -0.8833 0.2666 -0.5901
H: 1.9147 1.4325 -0.7611
H: 1.2122 1.4005 0.6429
H: -1.9868 -0.3610 1.3426
H: -1.8562 -1.7021 0.2077
H: 1.0813 -0.9219 -1.0163

Here is a single H5N3Si molecule at a distorted geometry from OMol25. Energies are from ωB97M-V/def2-TZVPD.

SMILES string: N/N=N/[SiH3]
Net charge: 0
LUMO energy (alpha / beta): 0.0139 / 0.0140 hartree

Cartesian coordinates (Å):
N: -0.2143 0.9985 0.8016
N: -0.3760 -0.2745 0.2578
N: -1.1384 1.5022 1.6096
Si: 0.8275 -0.8844 -0.8798
H: -1.9689 0.9038 1.9974
H: -0.9644 2.4332 2.0714
H: 0.4434 -2.2072 -0.8307
H: 0.6605 -0.4190 -2.2692
H: 2.2958 -0.7931 -0.8642

Here is a single H5N4PS molecule at a distorted geometry from OMol25. Energies are from ωB97M-V/def2-TZVPD.

SMILES string: [H]/N=N/P(N)(N)=S
Net charge: 0
LUMO energy: -0.0001 hartree

Cartesian coordinates (Å):
N: -0.7422 1.8398 -0.0645
N: 0.1412 1.1671 -0.6947
N: 0.0545 -1.4033 -1.0448
N: -0.4878 -0.4842 1.2991
P: 0.5953 -0.3107 0.0603
S: 2.5193 0.0917 0.1392
H: -0.7781 2.9140 -0.3725
H: 0.7554 -1.7481 -1.8120
H: -0.8395 -1.8774 -0.8167
H: -0.1721 -0.5605 2.2647
H: -1.0459 0.3715 1.0417

Here is 2 unconnected molecules or ions with the total composition H5NO2P2 at a distorted geometry from OMol25. Energies are from ωB97M-V/def2-TZVPD.

Net charge: 0
LUMO energy (alpha / beta): -0.0107 / -0.0107 hartree

Cartesian coordinates (Å):
N: 2.0848 1.3322 0.0927
O: 0.7058 -1.6855 0.6568
O: -1.0696 -0.0137 0.4489
P: -1.6444 -0.3897 -1.0658
P: 0.2212 -0.2855 1.3278
H: 1.6652 0.7936 -0.6445
H: 1.5919 2.3042 0.1660
H: 1.6087 -1.8092 0.8865
H: -2.3473 0.9355 -1.0665
H: -2.8163 -1.1820 -0.8020

Here is a molecular structure, H5NO2P2 at a distorted geometry from OMol25. Energies are from ωB97M-V/def2-TZVPD.

Spin multiplicity: 3
Expectation value of S²: 2.011
Net charge: 0
LUMO energy (alpha / beta): 0.0319 / -0.0965 hartree

Cartesian coordinates (Å):
N: -1.8731 -0.5349 0.3372
O: 2.5744 0.5837 -0.0393
O: 1.0438 -1.2225 0.1387
P: -0.2265 1.1575 -0.0402
P: 1.4187 -0.0504 -0.9221
H: -2.7534 -0.0887 -0.2516
H: -2.0404 -0.3740 1.3069
H: 2.3920 0.4009 0.8541
H: 0.0763 -1.4343 -0.0184
H: -0.6117 1.5628 -1.3653

The E results, record by record, are as follows: -4545.883 -15384.308 -12425.984 -26165.143 -24241.495 -24240.083 eV.